Computed, not measured: a cluster of 2 separate species, C4H7NO in total in a non-equilibrium geometry, with wB97M-V/def2-TZVPD.

Summary:
- Gap between HOMO and LUMO: 9.39 eV
- Energy: -286.43174 Eh
- Energy above the lowest of the compared OMol25 structures with the same formula, charge and spin: 125.4 kcal/mol

```
! wB97M-V def2-TZVPD RIJCOSX def2/J DEFGRID3
* xyz 0 1
C 2.0154 0.6302 0.5204
N 1.3584 -1.0882 -0.5231
C 0.1820 -0.7168 -0.4062
C -1.3354 -0.9355 -0.6273
C -1.4959 0.3990 0.0987
O -0.0789 0.4783 0.2409
H 1.5802 1.5464 0.9634
H 2.5801 0.8290 -0.3657
H 2.3729 -0.0530 1.2645
H -1.7469 -1.7947 -0.0990
H -1.6536 -0.9310 -1.6689
H -1.8322 1.2531 -0.4893
H -1.9462 0.3833 1.0917
*
```


Computed, not measured: a structure of composition C41H45N4O4RhS2 in a non-equilibrium geometry, with wB97M-V/def2-TZVPD.

Summary:
- Gap between HOMO and LUMO (spin up / spin down): 6.93 / 6.93 eV
- Energy: -3016.20647 Eh
- Energy above the lowest of the compared OMol25 structures with the same formula, charge and spin: 1.8 kcal/mol

```
! wB97M-V def2-TZVPD RIJCOSX def2/J DEFGRID3
* xyz 0 1
Rh -0.4309 0.9333 0.4247
C 2.6603 -3.5602 -3.2010
C 1.7444 -2.3528 -3.2771
C 1.4484 -1.9487 -4.7101
O 2.3519 -1.2671 -2.6006
C 1.3788 -0.5916 -1.8159
C 0.3366 -1.6850 -1.5312
O 0.5387 -2.6306 -2.5718
C -1.1528 -1.2677 -1.5373
O -1.4230 -0.4325 -0.4213
C -1.5390 -0.6091 -2.8629
C -1.8555 0.7432 -2.9110
C -2.1994 1.3651 -4.1048
C -2.2464 0.6377 -5.2832
C -1.9361 -0.7146 -5.2514
C -1.5830 -1.3273 -4.0594
C -2.0166 -2.5046 -1.2054
C -3.1145 -2.9182 -1.9476
C -3.8709 -4.0182 -1.5517
C -3.5502 -4.7123 -0.4001
C -2.4758 -4.2850 0.3717
C -1.7278 -3.1922 -0.0235
C 2.1243 0.0819 -0.6322
O 1.3103 1.1520 -0.1600
C 3.3367 0.8427 -1.1975
C 3.0997 1.8261 -2.1590
C 4.1415 2.5570 -2.6996
C 5.4462 2.3254 -2.2783
C 5.6879 1.3667 -1.3106
C 4.6379 0.6310 -0.7695
C 2.5582 -0.8880 0.4645
C 3.1752 -2.1038 0.1597
C 3.5850 -2.9657 1.1631
C 3.4053 -2.6241 2.4984
C 2.8314 -1.4036 2.8079
C 2.4185 -0.5424 1.7974
H 3.6766 -3.2646 -3.4629
H 2.3296 -4.3305 -3.8972
H 2.6505 -3.9784 -2.1959
H 2.3889 -1.8326 -5.2497
H 0.9077 -1.0035 -4.7383
H 0.8499 -2.7127 -5.2073
H 0.9150 0.2216 -2.3882
H 0.5389 -2.1558 -0.5668
H -1.8256 1.3220 -2.0032
H -2.4319 2.4230 -4.1088
H -2.5218 1.1151 -6.2146
H -1.9645 -1.2994 -6.1624
H -1.3326 -2.3784 -4.0560
H -3.4098 -2.3801 -2.8339
H -4.7192 -4.3230 -2.1517
H -4.1366 -5.5698 -0.0959
H -2.2264 -4.7990 1.2912
H -0.9230 -2.8514 0.6146
H 2.0843 2.0276 -2.4749
H 3.9368 3.3108 -3.4491
H 6.2647 2.8939 -2.7009
H 6.6980 1.1850 -0.9656
H 4.8471 -0.1105 -0.0115
H 3.3509 -2.3644 -0.8729
H 4.0539 -3.9058 0.9000
H 3.7238 -3.2981 3.2834
H 2.6960 -1.1085 3.8410
H 1.9928 0.4086 2.0641
C -2.0216 0.8933 6.9220
C -1.0310 0.9614 5.7998
C 0.2081 1.5733 5.9370
C 1.0128 1.6032 4.8149
N 0.6568 1.0615 3.6555
C -0.5395 0.4714 3.6264
S -1.0514 -0.3882 2.1643
N -1.4046 0.4149 4.6426
H -1.5925 1.2332 7.8626
H -2.3809 -0.1285 7.0351
H -2.8862 1.5167 6.6872
H 0.5280 2.0046 6.8750
H 1.9871 2.0826 4.8413
C -3.6884 1.8803 2.3556
N -3.1170 2.4798 1.1439
C -3.7187 1.9170 -0.0721
C -1.8913 3.0169 1.1295
S -0.9631 3.1574 -0.3301
N -1.4281 3.6087 2.2635
C -0.0445 4.0708 2.3295
C -2.3190 4.4288 3.0839
H -3.6901 0.7966 2.2250
H -4.7088 2.2391 2.4950
H -3.0916 2.1059 3.2320
H -4.7757 1.7630 0.1364
H -3.2558 0.9588 -0.3203
H -3.6079 2.6040 -0.9053
H 0.6462 3.3331 1.9349
H 0.1932 4.2244 3.3808
H 0.0851 5.0077 1.7821
H -3.3560 4.2690 2.8093
H -2.0712 5.4807 2.9192
H -2.1912 4.2007 4.1435
*
```


Computed, not measured: a structure of composition C5H8O, with wB97M-V/def2-TZVPD.

Summary:
- Gap between HOMO and LUMO: 10.26 eV
- Energy: -270.46881 Eh
- Energy above the lowest of the compared OMol25 structures with the same formula, charge and spin: 55.9 kcal/mol

```
! wB97M-V def2-TZVPD RIJCOSX def2/J DEFGRID3
* xyz 0 1
C -1.4537 -0.2314 -0.7630
C 0.0451 -0.2113 -0.9062
C 1.0030 0.6152 -0.0797
C 0.4331 0.7362 1.3225
O 0.3126 -0.7017 1.4431
C 0.8792 -0.8654 0.1437
H -1.7011 -0.5287 0.2610
H -1.8727 -0.9867 -1.4358
H -1.9235 0.7313 -0.9793
H 0.4447 -0.3878 -1.9052
H 1.8086 1.2104 -0.4949
H -0.5386 1.2402 1.4050
H 1.1243 1.1404 2.0685
H 1.4391 -1.7609 -0.0797
*
```


> Look up the energy above the lowest of the compared OMol25 structures with the same formula, charge and spin of the first one.

125.4 kcal/mol